# 1
107
Properties=species:S:1:pos:R:3 method="wB97M-V/def2-TZVPD" e_tot_ev=-256099.6580 e_homo_ev=-7.480 orbital_gap_ev=7.531 fmax_ha_per_bohr=0.0122
Ir -0.58481 0.21613 -0.23141
N -2.46419 1.12895 0.11415
C -3.56816 0.34449 0.62604
C -4.80801 0.42688 0.01278
C -5.86628 -0.32966 0.48857
C -5.67042 -1.17293 1.57300
C -4.42338 -1.25383 2.16985
C -3.34518 -0.49290 1.71332
C -2.00761 -0.62408 2.33912
C -1.95026 -0.90383 3.71268
C -0.75692 -1.16114 4.35824
C 0.41751 -1.17543 3.61526
C 0.38152 -0.87240 2.26595
C -0.81325 -0.54898 1.60484
H -2.73641 1.50601 -0.79002
H -2.28486 1.92163 0.73131
H -4.94214 1.07563 -0.84208
H -6.83140 -0.27268 0.00318
H -6.48269 -1.78604 1.94101
H -4.26970 -1.94879 2.98483
H -2.87303 -0.91834 4.28065
H -0.74480 -1.36708 5.42082
H 1.36471 -1.40616 4.08669
H 1.30368 -0.85037 1.70256
Cl 0.61775 -3.26617 -0.22236
C 1.93156 -2.89988 -1.28103
C 2.62028 -3.99548 -1.78032
C 3.72442 -3.82390 -2.59073
C 4.16627 -2.54445 -2.86955
C 3.47539 -1.46079 -2.36217
Cl 4.15949 0.10911 -2.68119
C 2.30723 -1.57741 -1.58664
S 1.57750 -0.06219 -1.04484
H 2.27069 -4.98518 -1.52147
H 4.25132 -4.68175 -2.98579
H 5.04878 -2.37248 -3.46964
Cl -0.02705 9.82754 -0.16055
C -0.27077 8.44130 0.84808
C 0.33940 8.38071 2.09259
C 0.13312 7.26577 2.88214
C -0.66833 6.20515 2.46374
C -0.85145 5.03084 3.38982
C 0.42608 4.18784 3.50334
N 0.63872 3.42428 2.28191
C 1.25719 3.82177 1.12039
C 1.03094 2.83635 0.21209
N 0.29352 1.83667 0.80942
C 0.05566 2.23395 2.04500
O -1.21377 5.51215 4.67033
C -2.32441 4.82530 5.24125
C -3.52771 4.81407 4.34396
C -4.13279 5.92100 3.82656
Cl -3.69409 7.55326 4.11336
S -5.44509 5.54105 2.79304
C -5.20306 3.86532 3.03475
C -4.15728 3.62482 3.87037
C -1.26492 6.30882 1.21643
Cl -2.31134 5.05251 0.61302
C -1.07699 7.41309 0.39827
H 0.95930 9.19874 2.43141
H 0.58385 7.21885 3.86620
H -1.63379 4.37863 2.99744
H 0.32423 3.47834 4.32513
H 1.29518 4.81270 3.70090
H 1.79588 4.75040 1.04680
H 1.37421 2.75364 -0.80515
H -0.48685 1.68164 2.79766
H -2.52583 5.34238 6.17828
H -2.05117 3.78911 5.47705
H -5.83451 3.14489 2.53948
H -3.82772 2.62996 4.14008
H -1.55516 7.46680 -0.56888
F 0.72739 -1.51361 -5.92235
C 0.82967 -0.28393 -5.40800
C -0.04740 0.15611 -4.43331
C 0.10737 1.46448 -4.01332
F -0.70899 1.94983 -3.05185
C 1.07380 2.30963 -4.51139
F 1.20853 3.55323 -4.04162
C 1.93362 1.83622 -5.48564
F 2.89314 2.62072 -5.96196
C 1.81467 0.53478 -5.93482
F 2.65094 0.07837 -6.86537
Ge -1.61832 -0.79651 -3.74471
S -1.84373 -1.25087 -1.63190
C -1.85276 -2.55691 -4.58805
C -0.86626 -3.50619 -4.37375
F 0.23966 -3.16837 -3.70421
C -0.97031 -4.81006 -4.81767
F 0.00733 -5.68899 -4.60010
C -2.11438 -5.20157 -5.49139
F -2.23770 -6.45118 -5.92544
C -3.13252 -4.29031 -5.70370
F -4.24186 -4.66973 -6.33900
C -2.98913 -2.99206 -5.24555
F -4.02218 -2.16235 -5.45672
C -2.98750 0.42444 -4.51251
C -3.83730 1.26313 -3.82250
F -3.82752 1.31151 -2.47575
C -4.72676 2.11792 -4.45021
F -5.52722 2.91023 -3.73407
C -4.77314 2.15668 -5.83072
F -5.61942 2.97343 -6.44818
C -3.92338 1.34719 -6.56524
F -3.95462 1.38519 -7.89550
C -3.05296 0.51048 -5.89430
F -2.23782 -0.25453 -6.63780

# 2
105
Properties=species:S:1:pos:R:3 method="wB97M-V/def2-TZVPD" e_tot_ev=-135175.2879 e_homo_ev=-7.466 orbital_gap_ev=6.717 fmax_ha_per_bohr=0.0101
Cd -0.39273 -1.32320 0.97523
O 2.44027 -1.69336 4.36107
S 2.12843 -1.02847 3.06593
C 2.05951 0.75214 3.38421
C 3.20393 1.43276 3.78396
C 3.11259 2.74605 4.21204
C 1.87818 3.38031 4.25273
C 0.73689 2.70337 3.85471
C 0.80687 1.38319 3.40991
P -0.71574 0.51595 2.88818
C -1.84673 1.87093 2.43913
C -3.14837 1.95411 2.91952
C -4.00396 2.94187 2.43979
C -3.56717 3.84682 1.48373
C -2.26084 3.77789 1.00995
C -1.40915 2.79646 1.48930
C -1.36951 -0.22349 4.41368
C -0.83661 0.04847 5.67146
C -1.38374 -0.54233 6.80216
C -2.46756 -1.40060 6.68535
C -3.00396 -1.67807 5.43435
C -2.45130 -1.09836 4.30273
C 3.61708 -1.07085 2.06643
C 4.81626 -1.21653 2.75427
C 6.00986 -1.19676 2.05371
C 6.00009 -1.03223 0.67330
C 4.79747 -0.94988 -0.00867
C 3.58015 -0.99080 0.67362
P 2.03459 -1.23543 -0.29576
C 2.30727 -2.91433 -0.94576
C 1.89425 -3.98453 -0.15520
C 2.10040 -5.28995 -0.57768
C 2.70659 -5.53088 -1.80282
C 3.12613 -4.46698 -2.59378
C 2.93077 -3.16112 -2.16658
C 2.20323 -0.09312 -1.68985
C 1.62182 -0.38604 -2.92185
C 1.53813 0.59731 -3.90237
C 2.01875 1.88006 -3.66126
C 2.63098 2.16361 -2.44394
C 2.73239 1.18074 -1.46737
H 4.16923 0.94377 3.76265
H 4.00779 3.27516 4.51454
H 1.80409 4.40651 4.59108
H -0.22125 3.20724 3.87671
H -3.50370 1.25458 3.66755
H -5.01632 3.00088 2.81953
H -4.23767 4.61128 1.10940
H -1.91042 4.48061 0.26287
H -0.39100 2.75459 1.11868
H 0.01781 0.70601 5.77350
H -0.95580 -0.33654 7.77523
H -2.88953 -1.86219 7.56941
H -3.83758 -2.36185 5.33674
H -2.85102 -1.34726 3.32809
H 4.78783 -1.35907 3.82875
H 6.94864 -1.30593 2.58279
H 6.93240 -0.99952 0.12309
H 4.79913 -0.87863 -1.09080
H 1.42831 -3.81002 0.80867
H 1.77914 -6.11273 0.04894
H 2.85317 -6.54812 -2.14332
H 3.60563 -4.65243 -3.54712
H 3.25421 -2.33842 -2.79542
H 1.21994 -1.37505 -3.11503
H 1.06671 0.36844 -4.85112
H 1.89013 2.66885 -4.39721
H 3.00669 3.16190 -2.25241
H 3.19419 1.41943 -0.51396
S -1.02006 -3.57464 2.21803
C -1.36850 -3.92245 0.56999
N -1.22553 -3.00390 -0.35730
C -1.54482 -3.46585 -1.63153
C -1.54065 -2.70815 -2.80028
C -1.87357 -3.32629 -3.99266
C -2.21121 -4.68362 -4.02896
C -2.23752 -5.43934 -2.86789
C -1.90659 -4.81437 -1.67050
S -1.86772 -5.46414 -0.05338
H -1.30224 -1.65047 -2.75619
H -1.87897 -2.75039 -4.91032
H -2.46646 -5.14777 -4.97288
H -2.51517 -6.48673 -2.89433
O 0.34497 4.50035 -5.17638
S -0.73681 5.45557 -5.37024
O -0.99317 5.80591 -6.74406
O -0.75158 6.54979 -4.41832
C -2.19831 4.50455 -4.85072
N -3.36249 4.62325 -5.49297
C -4.34531 3.83493 -5.07128
C -4.20649 2.92028 -4.03542
C -2.97522 2.91107 -3.41068
N -1.99332 3.70181 -3.80588
C -2.56299 1.97416 -2.31274
C -3.38643 1.03951 -1.69665
C -2.84095 0.17243 -0.76177
N -1.55573 0.22124 -0.40069
C -0.79629 1.17183 -0.94201
C -1.24037 2.04470 -1.90045
H -5.29095 3.92619 -5.59660
H -5.01759 2.26060 -3.75477
H -4.43450 0.95234 -1.95318
H -3.44525 -0.60060 -0.30054
H 0.21400 1.24050 -0.58019
H -0.59246 2.79150 -2.33560

# 3
106
Properties=species:S:1:pos:R:3 method="wB97M-V/def2-TZVPD" e_tot_ev=-202545.8196 total_charge=-2 e_homo_ev=-1.139 orbital_gap_ev=4.881 fmax_ha_per_bohr=0.0112
Mg -0.57038 0.63660 0.70157
Cl -6.06658 4.41687 1.75875
C -4.62785 3.46374 2.00589
C -4.16099 3.22287 3.27700
Cl -4.99860 3.86515 4.66461
C -2.99618 2.45259 3.45254
Cl -2.39857 2.11446 5.05863
C -2.28060 1.91901 2.38305
O -1.22288 1.19238 2.51071
C -2.77265 2.17932 1.03376
O -2.11400 1.68174 0.04017
C -3.93354 2.93706 0.89950
Cl -4.51800 3.22335 -0.71964
O -0.47739 -2.96283 -0.62920
S -1.47025 -1.39839 -0.91977
O -2.03429 -1.23775 0.41400
O -0.38503 -0.41420 -1.10731
C -0.11676 -3.55300 -1.78419
C -1.04871 -4.32242 -2.48728
C -0.69308 -4.98285 -3.65097
C 0.60896 -4.89449 -4.12404
C 1.53894 -4.13333 -3.42857
C 1.19645 -3.43905 -2.26984
P 2.32747 -2.32529 -1.34199
C 3.89631 -2.66737 -2.25004
C 4.85724 -3.60012 -1.87041
C 6.03979 -3.73597 -2.58759
C 6.28051 -2.94226 -3.69770
C 5.32865 -2.00969 -4.09103
C 4.15371 -1.87322 -3.37033
C 2.62621 -3.30756 0.17891
C 3.13387 -2.60815 1.27277
C 3.41954 -3.26173 2.46266
C 3.17953 -4.62436 2.57991
C 2.65182 -5.32525 1.50396
C 2.37650 -4.67033 0.31091
H -2.05293 -4.38558 -2.08695
H -1.43110 -5.57067 -4.18376
H 0.90568 -5.41424 -5.02653
H 2.55050 -4.07407 -3.80617
H 4.68331 -4.22909 -1.00608
H 6.77900 -4.46181 -2.26892
H 7.20829 -3.03975 -4.24807
H 5.50899 -1.37520 -4.94992
H 3.42344 -1.13060 -3.67167
H 3.26992 -1.53491 1.19495
H 3.80483 -2.70084 3.30530
H 3.38063 -5.13381 3.51462
H 2.44412 -6.38479 1.59666
H 1.96744 -5.22296 -0.52718
O 0.59713 3.27724 1.13903
C 1.38739 2.35801 1.34823
O 1.35140 1.19472 0.81107
C 2.55875 2.64464 2.29311
C 3.36619 3.85470 1.80877
Ge 4.11581 3.66861 0.00381
C 5.07445 5.33961 -0.40881
C 5.52779 5.58255 -1.70665
C 6.21814 6.74400 -2.02371
C 6.46232 7.69561 -1.04187
C 6.01023 7.47793 0.25099
C 5.32432 6.30894 0.56053
C 5.44861 2.23188 0.02732
C 6.80271 2.46684 -0.20365
C 7.73559 1.44210 -0.09869
C 7.32592 0.16335 0.24657
C 5.97953 -0.09064 0.47044
C 5.04828 0.93147 0.35167
C 2.82833 3.38584 -1.41762
C 2.72100 2.16265 -2.07095
C 1.69719 1.93176 -2.97792
C 0.76199 2.92332 -3.22957
C 0.86319 4.15184 -2.59221
C 1.89296 4.38143 -1.69377
H 3.19224 1.76065 2.37990
H 2.13450 2.84691 3.27916
H 4.20349 4.05365 2.48620
H 2.71931 4.73498 1.79992
H 5.32273 4.85571 -2.48593
H 6.55848 6.91227 -3.03874
H 6.99653 8.60623 -1.28637
H 6.18656 8.22128 1.01958
H 4.97221 6.15491 1.57405
H 7.13964 3.46548 -0.46025
H 8.78433 1.64475 -0.28516
H 8.05163 -0.63723 0.33055
H 5.65063 -1.08943 0.72744
H 3.99278 0.71359 0.49398
H 3.41157 1.36219 -1.83419
H 1.58729 0.95605 -3.43390
H -0.07373 2.72453 -3.88876
H 0.10785 4.90987 -2.75528
H 1.93518 5.32847 -1.16651
N 0.22353 -1.15172 2.00270
C -0.13969 -2.08070 2.56259
C -0.64522 -3.22101 3.26928
C -1.00540 -4.34836 2.53535
C -1.50491 -5.45524 3.20196
C -1.64386 -5.43342 4.58368
C -1.29098 -4.30107 5.30639
C -0.79187 -3.18653 4.65213
H -0.89575 -4.32499 1.45820
H -1.78988 -6.33582 2.64058
H -2.04149 -6.29878 5.09960
H -1.41354 -4.28163 6.38152
H -0.52875 -2.28735 5.19219

# 4
109
Properties=species:S:1:pos:R:3 method="wB97M-V/def2-TZVPD" e_tot_ev=-163954.9488 total_charge=-1 e_homo_ev="-1.796 / -1.795" orbital_gap_ev="4.080 / 4.079" fmax_ha_per_bohr=0.0856
In 1.25870 1.10017 0.07333
C 0.57724 -0.21645 5.05149
C -0.72750 -0.55362 5.37835
C -1.77258 0.17118 4.78243
C -1.50503 1.31655 4.07394
C -0.17382 1.83642 3.98068
C 0.84817 0.95478 4.39247
C -2.59809 1.80574 3.14580
C -3.63552 2.64470 3.57696
C -4.67782 2.89660 2.72440
C -4.68729 2.27110 1.44837
C -5.85071 2.20606 0.64759
C -5.80143 1.44006 -0.52263
C -4.59296 0.85223 -0.97100
C -3.42397 1.00449 -0.22985
C -3.49710 1.61955 1.04631
N -2.43466 1.43586 1.91405
H 1.41382 -0.83256 5.37908
H -0.93676 -1.34697 6.08055
H -2.80980 -0.23134 4.79554
H 1.89205 1.18843 4.18340
H -3.58412 3.06818 4.59131
H -5.46378 3.60537 2.99957
H -6.76937 2.74405 0.94593
H -6.71197 1.36031 -1.13068
H -4.61130 0.31126 -1.88234
H -2.44983 0.61140 -0.49086
C 0.30915 6.29739 -3.44543
C 1.40361 5.58413 -2.66050
N 0.88738 4.91943 -1.44683
C 0.39938 5.78877 -0.34243
C -1.11665 5.92154 -0.34326
C 0.57361 3.61722 -1.52491
S -0.41503 2.86975 -0.27925
N 1.17356 2.90282 -2.49760
C 1.14009 1.59498 -2.77756
O 1.42882 0.60047 -2.02351
C 0.95154 1.30756 -4.24782
C 0.51868 2.24845 -5.14417
C 0.32640 1.90038 -6.50603
C 0.68593 0.65075 -6.93840
C 1.17572 -0.27702 -6.01376
C 1.35263 0.07126 -4.69869
H 0.61619 6.76717 -4.42031
H -0.21003 7.07353 -2.85888
H -0.50801 5.58496 -3.68510
H 2.13291 6.33317 -2.26680
H 1.98182 4.88260 -3.27005
H 0.96061 6.73913 -0.51633
H 0.74447 5.33804 0.58853
H -1.39014 7.00703 -0.17828
H -1.57391 5.30297 0.45096
H -1.55961 5.62781 -1.30181
H 0.45081 3.26514 -4.79603
H 0.00692 2.72694 -7.12925
H 0.60790 0.41561 -8.03166
H 1.38334 -1.29723 -6.30101
H 1.80064 -0.60157 -3.95846
C 1.38108 -8.45478 0.67545
C 0.07685 -8.14684 1.05210
C -0.30256 -6.78841 1.26428
C 0.62770 -5.76811 1.03593
C 1.97279 -6.10377 0.75202
C 2.32675 -7.40421 0.55769
Sb 0.38309 -3.58940 1.08725
C -1.64837 -3.67711 1.86545
C -2.81123 -4.09080 1.19228
C -4.07363 -4.04602 1.78050
C -4.16255 -3.79893 3.15376
C -2.99852 -3.39198 3.82824
C -1.76839 -3.31753 3.17335
C -0.23443 -3.35920 -0.94443
C -1.37032 -2.59868 -1.31263
C -1.94403 -2.73480 -2.57544
C -1.40962 -3.61810 -3.52112
C -0.16272 -4.20479 -3.22873
C 0.37600 -4.06409 -1.92683
H 1.63528 -9.50265 0.46183
H -0.69537 -8.83983 1.31974
H -1.25503 -6.56706 1.73192
H 2.77228 -5.32960 0.63793
H 3.37158 -7.66726 0.26579
H -2.72184 -4.36619 0.10464
H -4.91936 -4.29068 1.14317
H -5.11255 -3.90396 3.67110
H -3.05830 -3.19212 4.87268
H -0.87002 -2.99324 3.72581
H -1.81971 -1.94356 -0.55362
H -2.84607 -2.23665 -2.84674
H -1.88552 -3.67754 -4.52118
H 0.29452 -4.86140 -3.99139
H 1.31840 -4.50885 -1.69775
F -0.66548 4.23960 3.39889
B 0.19563 3.20142 3.38430
F 1.49355 3.51610 3.17046
Br 9.74657 -0.50636 1.54201
C 8.01048 -0.01234 1.05424
C 6.91183 -0.74565 1.52703
C 5.58341 -0.26965 1.31266
C 5.35607 0.89294 0.58056
C 6.43464 1.56356 0.04302
C 7.73022 1.16898 0.33259
C 3.94923 1.19820 0.30085
O 3.48112 2.19451 -0.29723
O 3.08116 0.25999 0.73210
H 7.14234 -1.66235 2.07989
H 4.77062 -0.72668 1.83044
H 6.27903 2.44196 -0.62303
H 8.52007 1.85720 -0.02135